{
  "formula": "C3H6OS2",
  "method": "the ωB97M-V functional and the def2-TZVPD basis",
  "multiplicity": 1,
  "lumo_ev": 0.17,
  "total_charge": 0,
  "gap_ev": 9.2,
  "species": ["C", "C", "C", "O", "S", "S", "H", "H", "H", "H", "H", "H"],
  "xyz": [[-0.700, 0.344, -0.474], [0.720, 0.564, -0.870], [-0.996, -0.624, 0.582], [0.153, 1.440, -0.035], [1.244, 0.786, -2.508], [2.247, -0.620, 0.323], [-1.473, 0.640, -1.254], [-0.946, -0.023, 1.611], [-0.226, -1.464, 0.438], [-1.998, -1.004, 0.422], [2.192, 1.568, -2.171], [1.239, -1.110, 1.071]]
}

***

{
  "formula": "C8H4FN2O4",
  "method": "the ωB97M-V functional and the def2-TZVPD basis",
  "multiplicity": 3,
  "s_squared": 2.03,
  "lumo_ev": [3.35, 1.45],
  "total_charge": -1,
  "gap_ev": [4.8, 6.4],
  "species": ["C", "C", "C", "C", "C", "C", "C", "C", "N", "N", "O", "O", "O", "O", "F", "H", "H", "H", "H"],
  "xyz": [[1.418, 1.588, 0.157], [0.258, 2.314, 0.044], [0.242, -0.466, -0.411], [-0.975, 0.278, -0.420], [1.427, 0.201, -0.054], [-0.931, 1.644, -0.213], [-1.993, -1.743, 0.193], [-0.716, -2.245, 0.101], [-2.113, -0.478, -0.521], [2.656, -0.478, 0.102], [0.183, -1.738, -0.873], [2.661, -1.692, 0.270], [-2.969, -2.139, 0.842], [3.693, 0.197, 0.096], [-2.098, 2.357, -0.240], [2.349, 2.068, 0.412], [0.241, 3.382, 0.191], [-0.338, -3.053, 0.697], [-2.993, 0.002, -0.370]]
}

***

{
  "formula": "H10O5",
  "method": "the ωB97M-V functional and the def2-TZVPD basis",
  "multiplicity": 1,
  "lumo_ev": -0.56,
  "total_charge": 0,
  "gap_ev": 8.8,
  "species": ["O", "H", "H", "O", "H", "H", "O", "H", "H", "O", "H", "H", "O", "H", "H"],
  "xyz": [[-0.080, 1.077, 1.781], [-0.738, 0.631, 2.315], [-0.099, 1.984, 2.085], [-0.345, 1.615, -1.949], [-0.103, 1.347, -1.062], [-1.174, 1.166, -2.117], [-0.923, -2.735, 0.563], [-1.440, -1.936, 0.662], [-0.394, -2.779, 1.359], [1.623, -0.639, -1.454], [1.967, -0.151, -2.203], [1.075, -0.007, -0.988], [0.270, 0.280, -0.024], [0.099, -0.625, 0.238], [0.262, 0.773, 0.796]]
}

***

{
  "formula": "C4H17NO3",
  "method": "the ωB97M-V functional and the def2-TZVPD basis",
  "multiplicity": 1,
  "smiles": "CCNCC.O.O.O",
  "lumo_ev": 0.38,
  "total_charge": 0,
  "gap_ev": 8.7,
  "species": ["C", "C", "N", "C", "C", "H", "H", "H", "H", "H", "H", "H", "H", "H", "H", "H", "O", "H", "H", "O", "H", "H", "O", "H", "H"],
  "xyz": [[-2.970, -1.674, -1.641], [-2.280, -1.480, -0.322], [-2.569, -0.180, 0.333], [-2.480, 0.978, -0.549], [-1.109, 1.410, -1.014], [-3.044, -2.712, -1.923], [-3.980, -1.253, -1.609], [-2.665, -0.970, -2.425], [-1.200, -1.647, -0.379], [-2.665, -2.195, 0.409], [-2.016, -0.139, 1.175], [-3.292, 0.963, -1.264], [-2.822, 1.751, 0.106], [-0.630, 0.771, -1.760], [-0.426, 1.568, -0.178], [-1.128, 2.400, -1.453], [3.193, 2.174, -0.265], [4.150, 2.097, -0.182], [3.111, 2.511, -1.165], [1.917, 0.803, 2.078], [2.316, 1.622, 1.780], [2.558, 0.096, 2.155], [6.233, -2.206, 2.408], [6.514, -2.351, 3.313], [5.283, -2.337, 2.370]]
}

***

{
  "formula": "C5H9NO3",
  "method": "the ωB97M-V functional and the def2-TZVPD basis",
  "multiplicity": 1,
  "smiles": "CNC(=O)[C@@H](C)C(=O)O",
  "lumo_ev": 0.66,
  "total_charge": 0,
  "gap_ev": 10.3,
  "species": ["C", "N", "C", "O", "C", "C", "C", "O", "O", "H", "H", "H", "H", "H", "H", "H", "H", "H"],
  "xyz": [[-1.864, -0.898, 1.230], [-1.129, 0.069, 0.447], [-0.722, -0.256, -0.888], [-1.263, -1.123, -1.553], [0.696, 0.192, -1.038], [0.863, 1.698, -1.169], [1.264, -0.278, 0.399], [1.771, 0.462, 1.223], [1.463, -1.618, 0.444], [-2.934, -0.783, 1.061], [-1.539, -1.904, 0.955], [-1.640, -0.710, 2.284], [-0.917, 0.974, 0.846], [1.180, -0.335, -1.864], [0.372, 2.070, -2.074], [1.927, 1.956, -1.195], [0.435, 2.253, -0.329], [2.038, -1.770, 1.219]]
}

***

{
  "formula": "C5H12O2",
  "method": "the ωB97M-V functional and the def2-TZVPD basis",
  "multiplicity": 1,
  "lumo_ev": 1.00,
  "total_charge": 0,
  "gap_ev": 10.1,
  "species": ["C", "O", "C", "C", "C", "C", "O", "H", "H", "H", "H", "H", "H", "H", "H", "H", "H", "H", "H"],
  "xyz": [[-1.557, -0.606, 1.691], [-0.249, -0.234, 1.234], [-0.049, 0.519, -0.471], [-0.450, 1.875, -0.065], [1.401, 0.202, -0.798], [1.332, -1.267, -1.227], [0.299, -1.813, -0.449], [-2.106, 0.275, 2.043], [-1.533, -1.315, 2.545], [-2.114, -1.097, 0.887], [-0.707, 0.064, -1.234], [0.188, 2.197, 0.755], [-1.492, 1.835, 0.260], [-0.372, 2.563, -0.911], [1.968, 0.295, 0.129], [1.851, 0.916, -1.515], [1.115, -1.331, -2.315], [2.284, -1.801, -1.086], [0.189, -1.277, 0.525]]
}

***

{
  "formula": "C39H36GeIN9NaS3",
  "method": "the ωB97M-V functional and the def2-TZVPD basis",
  "multiplicity": 2,
  "s_squared": 0.76,
  "lumo_ev": [3.15, 3.15],
  "total_charge": -2,
  "gap_ev": [4.0, 4.5],
  "species": ["Na", "C", "N", "C", "C", "N", "N", "C", "N", "N", "H", "H", "H", "H", "H", "H", "H", "H", "H", "H", "H", "S", "C", "S", "C", "C", "N", "C", "N", "S", "C", "C", "C", "C", "C", "C", "C", "C", "C", "N", "H", "H", "H", "H", "H", "H", "C", "Ge", "C", "C", "C", "C", "C", "C", "C", "C", "C", "C", "C", "C", "C", "C", "C", "C", "H", "H", "H", "H", "H", "H", "H", "H", "H", "H", "H", "H", "H", "H", "H", "I", "C", "C", "C", "C", "C", "N", "H", "H", "H", "H"],
  "xyz": [[-0.998, -1.562, 1.143], [-1.556, -4.637, -2.640], [-2.746, -3.886, -2.260], [-3.791, -4.748, -1.708], [-2.490, -2.695, -1.565], [-1.381, -2.285, -1.132], [-3.656, -1.904, -1.461], [-3.963, -1.031, -0.439], [-5.071, -0.225, -0.763], [-3.318, -0.985, 0.656], [-1.863, -5.469, -3.276], [-1.026, -5.042, -1.769], [-0.884, -3.992, -3.207], [-4.274, -5.308, -2.512], [-4.539, -4.147, -1.197], [-3.371, -5.455, -0.984], [-0.683, -3.026, -1.114], [-4.185, -1.833, -2.314], [-5.764, -0.687, -1.334], [-5.496, 0.182, 0.056], [-3.745, -0.332, 1.309], [-1.526, -3.369, 3.220], [-0.686, -4.598, 2.379], [0.255, -4.264, 0.964], [-0.739, -5.938, 2.843], [-1.497, -6.328, 3.980], [-2.101, -6.719, 4.888], [-0.089, -7.016, 2.188], [0.406, -7.946, 1.705], [2.404, 0.594, 3.976], [2.976, -0.849, 3.250], [2.191, -1.241, 2.214], [1.065, -0.391, 1.939], [1.056, 0.649, 2.843], [0.043, 1.674, 2.998], [0.177, 2.713, 3.946], [-0.821, 3.648, 4.095], [-1.963, 3.557, 3.304], [-2.011, 2.520, 2.390], [-1.055, 1.612, 2.219], [3.857, -1.343, 3.633], [2.385, -2.155, 1.661], [1.067, 2.765, 4.558], [-0.717, 4.440, 4.827], [-2.785, 4.256, 3.394], [-2.885, 2.403, 1.751], [1.778, -1.512, -1.490], [1.578, 0.212, -0.554], [1.335, 1.568, -2.029], [1.726, 1.220, -3.326], [1.532, 2.074, -4.407], [0.939, 3.315, -4.215], [0.548, 3.686, -2.934], [0.745, 2.822, -1.864], [3.375, 0.715, 0.126], [4.453, -0.112, -0.066], [5.733, 0.198, 0.444], [5.942, 1.354, 1.138], [4.868, 2.252, 1.361], [5.051, 3.460, 2.078], [4.005, 4.313, 2.297], [2.719, 3.989, 1.818], [2.517, 2.825, 1.130], [3.579, 1.927, 0.860], [2.703, -1.554, -2.072], [0.928, -1.624, -2.165], [1.771, -2.332, -0.767], [2.179, 0.251, -3.506], [1.838, 1.765, -5.400], [0.778, 3.983, -5.053], [0.078, 4.649, -2.766], [0.410, 3.135, -0.881], [4.329, -1.049, -0.597], [6.551, -0.496, 0.282], [6.921, 1.603, 1.533], [6.041, 3.692, 2.456], [4.160, 5.232, 2.851], [1.882, 4.647, 2.023], [1.519, 2.552, 0.810], [-1.869, -0.453, -4.687], [-2.257, 0.990, -3.191], [-3.001, 2.116, -3.517], [-3.261, 3.004, -2.489], [-2.778, 2.734, -1.218], [-2.027, 1.584, -1.016], [-1.778, 0.722, -2.007], [-3.352, 2.279, -4.526], [-3.835, 3.903, -2.682], [-2.952, 3.417, -0.397], [-1.609, 1.330, -0.043]]
}

***

{
  "formula": "C3H4NOS",
  "method": "the ωB97M-V functional and the def2-TZVPD basis",
  "multiplicity": 1,
  "lumo_ev": [-6.01, -6.01],
  "total_charge": 1,
  "gap_ev": [7.7, 7.7],
  "species": ["C", "C", "C", "N", "O", "S", "H", "H", "H", "H"],
  "xyz": [[-1.891, 1.126, 0.225], [-1.301, -1.230, -0.279], [2.272, 0.335, 0.212], [-1.943, -0.016, -0.014], [1.107, 0.127, -0.038], [-0.147, -1.253, -1.352], [-1.857, 2.183, 0.452], [-1.963, -1.964, 0.203], [2.982, 0.592, -0.596], [2.742, 0.100, 1.187]]
}

***

{
  "formula": "C2H6OS3",
  "method": "the ωB97M-V functional and the def2-TZVPD basis",
  "multiplicity": 1,
  "lumo_ev": 0.01,
  "total_charge": 0,
  "gap_ev": 8.6,
  "species": ["C", "C", "O", "S", "S", "S", "H", "H", "H", "H", "H", "H"],
  "xyz": [[1.426, -1.365, -0.715], [-1.656, 1.413, 0.211], [-0.493, -0.894, 1.108], [1.148, -0.760, 1.028], [1.694, 1.072, 0.933], [-1.608, -0.355, -0.089], [1.353, -2.461, -0.672], [2.435, -1.138, -0.981], [0.558, -1.039, -1.321], [-1.055, 1.847, -0.601], [-1.181, 1.857, 1.124], [-2.619, 1.824, -0.026]]
}